[1]
ORCA calculation (ωB97M-V/def2-TZVPD) on a cluster of 2 separate species, C4H14N3S in total at a distorted geometry.

Element x y z (Å)
C 1.761 1.259 0.700
C 0.815 -0.964 -1.197
C 0.663 0.260 0.955
C -1.005 1.532 -0.422
N -2.206 1.518 -0.824
N -0.630 0.932 0.691
N 0.964 -0.917 0.223
S -2.695 -1.863 0.104
H 1.763 1.573 -0.309
H 1.651 2.268 1.208
H 2.709 0.813 0.888
H 0.194 -0.160 -1.475
H 1.887 -1.001 -1.617
H 0.483 -1.925 -1.574
H 0.786 0.131 2.020
H -0.193 1.863 -1.136
H -3.075 0.906 -0.447
H -2.226 1.992 -1.730
H -1.312 0.438 1.265
H -2.071 -2.984 0.628
H 0.519 -1.780 0.660
H -3.880 -2.573 0.022

HOMO level ... -12.862 eV
Charge ... +1
2S+1 ... 1
ΔE to the lowest compared entry with this formula, charge and spin ... 62.1 kcal per mole
Total energy ... -722.9676 a.u.
Strongest force on any atom ... 4.69 eV/A

---

[2]
ORCA calculation (ωB97M-V/def2-TZVPD) on a cluster of 2 separate species, C4H14N3S in total.

Element x y z (Å)
C 1.966 -0.354 -0.437
C 1.404 -0.651 -1.817
S -0.335 -1.155 -1.855
N 3.402 -0.127 -0.544
H 1.382 0.481 -0.017
H 1.825 -1.235 0.193
H 1.523 0.232 -2.452
H 1.970 -1.413 -2.348
H -0.147 -2.325 -1.235
H 3.594 0.729 -1.048
H 3.785 -0.016 0.387
C -1.671 0.216 1.338
C -1.711 1.385 1.988
N -0.448 1.985 2.461
N -2.662 -0.336 0.615
H -0.753 -0.364 1.370
H -2.562 2.045 2.030
H -0.554 2.374 3.401
H 0.298 1.288 2.539
H -0.119 2.698 1.806
H -3.533 0.167 0.545
H -2.371 -0.818 -0.219

HOMO level ... -12.342 eV
Charge ... +1
2S+1 ... 1
ΔE to the lowest compared entry with this formula, charge and spin ... 54.4 kcal per mole
Total energy ... -722.9799 a.u.
Strongest force on any atom ... 0.63 eV/A

---

[3]
ORCA calculation (ωB97M-V/def2-TZVPD) on the ion C4H14N3Si with charge +1 at a distorted geometry.

Element x y z (Å)
C -1.672 -1.714 0.506
N -1.531 -0.489 -0.197
Si -0.221 0.584 -0.167
C -0.144 1.741 1.316
C -0.100 1.319 -1.855
C 1.377 -0.663 -0.046
N 2.319 -0.418 0.828
N 1.522 -1.529 -0.998
H -2.616 -2.257 0.338
H -0.802 -2.367 0.419
H -1.641 -1.365 1.561
H -1.925 -0.602 -1.139
H -0.607 2.766 1.107
H -0.375 1.156 2.251
H 0.791 2.026 1.604
H 0.496 2.236 -1.751
H 0.259 0.684 -2.807
H -1.110 1.539 -2.129
H 2.130 0.215 1.568
H 3.005 -1.150 0.929
H 2.454 -1.728 -1.241
H 0.785 -1.293 -1.723

SMILES ... CN[Si](C)(C)C(N)=[NH2+]
HOMO level ... -13.036 eV
Charge ... +1
2S+1 ... 1
ΔE to the lowest compared entry with this formula, charge and spin ... 0.0 kcal per mole
Total energy ... -614.3527 a.u.
Strongest force on any atom ... 3.40 eV/A